This record from the Open Molecules 2025 dataset describes a molecular structure, C7H9BrN2 at a distorted geometry. The level of theory is wB97M-V/def2-TZVPD.

```
19
Properties=species:S:1:pos:R:3:forces:R:3:lowdin_charge:R:1
Br -3.0181 -0.9496 -0.0051 -0.2 -0.2 0.5 0.71
N 0.8109 0.9371 0.5058 1.0 1.2 0.5 0.06
N -1.4057 1.3645 0.1352 -2.1 3.0 1.0 -0.27
C 2.5298 -1.8906 0.4794 0.9 1.5 0.4 -0.12
C -2.5533 2.2019 -0.2606 -0.3 -1.6 -1.5 -0.08
C -1.4613 0.0264 0.0688 3.5 -3.0 -0.2 -0.64
C 1.9522 -1.7348 -0.8825 -1.1 0.7 -1.9 -0.12
C 1.0354 -1.5876 0.3257 0.6 0.5 1.0 -0.26
C -0.1481 1.8314 0.3660 1.7 1.2 0.4 -0.15
C 0.4264 -0.2715 0.5673 -3.6 -1.7 -0.9 -0.11
H 0.4870 -2.4369 0.7254 -0.4 0.3 -0.7 0.13
H -2.7331 1.7607 -1.3186 -0.5 1.2 1.4 0.10
H 2.7902 -2.8694 0.8554 -0.3 -0.2 -0.3 0.09
H 0.1139 2.8956 0.5598 -0.7 -0.9 -0.4 0.14
H 2.0105 -0.8055 -1.5858 0.3 -1.6 1.9 0.14
H -3.4934 2.0189 0.3780 1.6 0.3 -0.9 0.09
H 3.2426 -1.1570 0.9133 -0.8 -0.2 -0.7 0.11
H -2.2808 3.2667 -0.3405 -0.1 -0.6 0.2 0.08
H 1.6947 -2.6002 -1.4870 0.5 -0.2 0.1 0.09
```
Forces are in eV/Å.

Calculated values
* ΔE to the lowest compared entry with this formula, charge and spin: 176.7 kJ/mol
* Kohn-Sham gap (spin up / spin down): 5.7 / 8.3 eV
* spin multiplicity: 3
* HOMO (spin up / spin down): -4.89 / -9.04 eV
* calculated total energy: -80420.943 eV